Record 1
23
Properties=species:S:1:pos:R:3 method="wB97M-V/def2-TZVPD" de_lowest_kj_mol=694.2 e_lumo_ha="-0.1762 / -0.1763" e_tot_ha=-781.748229 charge=+1
C 0.991 3.053 0.385
C 3.078 3.096 1.128
C 1.217 1.776 0.732
C -0.864 -2.335 -1.142
C -2.369 -0.346 -1.051
C -0.586 -0.581 0.598
C -1.029 -0.846 -0.821
N 2.104 3.743 0.549
N 0.496 -1.402 1.034
S 2.623 1.454 1.540
H 0.326 3.546 -0.196
H 4.016 3.377 1.381
H -1.430 -2.852 -0.373
H 0.198 -2.675 -1.194
H -1.116 -2.494 -2.273
H -2.819 -0.382 -2.141
H -3.090 -1.061 -0.606
H -2.744 0.559 -0.648
H -1.235 -0.263 1.333
H -0.246 -0.364 -1.487
H 1.255 -1.296 0.304
H 0.290 -2.517 1.036
H 0.932 -1.187 1.912

=====

Record 2
10
Properties=species:S:1:pos:R:3 method="wB97M-V/def2-TZVPD" de_lowest_kj_mol=121.8 e_lumo_ha=0.0185 e_tot_ha=-893.926438
C -0.841 -1.220 0.406
C -0.325 1.269 -0.316
O 1.970 0.156 -0.334
P 0.809 0.272 0.818
S -1.805 0.292 0.130
H -0.481 -1.692 -0.398
H -1.308 -1.761 1.209
H -0.457 2.330 -0.068
H -0.117 0.978 -1.422
H 2.555 -0.623 -0.025